14
Properties=species:S:1:pos:R:3:forces:R:3 method="wB97M-V/def2-TZVPD" multiplicity=1 homo_lumo_gap_ha=0.3594 e_tot_ev=-18067.133 e_homo_ev=-14.07 total_charge=+1 lumo_ev=-4.29 relative_energy_kj_mol=314.5
C -1.067 0.501 -0.045 -1.30 -3.31 -1.02
H 1.811 -0.724 1.024 -0.47 -0.74 -0.55
C 1.049 -0.401 -0.796 -2.72 0.30 -2.32
N -0.126 0.167 -1.128 -0.42 2.37 -3.96
H -2.055 -0.143 -0.300 2.08 1.81 0.82
H -1.328 1.501 0.192 0.04 1.25 -0.76
S 4.785 0.223 0.168 -1.48 -0.91 0.33
H 1.780 -0.713 -1.627 -0.90 0.67 1.91
C 3.478 -0.532 0.471 3.38 1.05 -0.19
H -0.113 0.448 1.935 0.40 0.62 0.81
N 0.951 -0.692 0.454 0.68 0.73 2.72
H -0.859 -1.018 1.286 -0.12 -0.39 1.12
C -0.293 -0.133 1.072 -0.26 -2.43 -0.58
H -0.401 0.529 -2.090 1.08 -1.03 1.66